Here is C20H34ClFN3NiO4 as an isolated structure from the OMol25 dataset. Energies are from the ωB97M-V functional and the def2-TZVPD basis.

The geometry in XYZ format:
```
64
Properties=species:S:1:pos:R:3
O -1.0871 -3.3482 -1.0683
C 0.0878 -3.2637 -1.4687
C 1.2501 -3.7717 -0.6415
C 1.8458 -3.1025 0.4237
H 1.5805 -1.9988 0.5665
C 2.7845 -3.7459 1.2464
H 3.2087 -3.2080 2.1051
C 3.2136 -5.0440 0.9341
H 3.9715 -5.5412 1.5460
C 2.6797 -5.7073 -0.1943
H 3.0436 -6.7148 -0.4867
C 1.6953 -5.0658 -0.9665
H 1.2539 -5.5547 -1.8594
H 0.3334 -3.3505 -2.5784
C 0.0284 -0.9991 -3.2536
C 0.8292 -1.3387 -2.0368
H 0.5008 -1.3640 -4.1861
H -0.0308 0.1070 -3.2831
H -0.9836 -1.4171 -3.2174
C 2.1970 -1.3105 -2.0332
C 3.0404 -0.7147 -3.1017
H 2.7549 -1.7685 -1.2255
H 3.7453 -1.4628 -3.4758
H 3.5991 0.1208 -2.6686
H 2.4539 -0.3556 -3.9494
Ni 0.7758 0.3461 -0.8472
Cl 1.8961 2.0498 -1.7647
C 0.7239 2.5678 0.9424
O -0.1982 1.7645 0.6652
N 0.6060 3.9006 1.0492
C -0.6918 4.5503 1.0456
C 1.7705 4.7521 0.8804
H 1.7506 2.2017 1.0992
H -1.4713 3.7861 1.0065
H -0.7633 5.2266 0.1851
H -0.7955 5.1517 1.9575
H 2.6408 4.1103 0.7071
H 1.9297 5.3658 1.7798
H 1.6357 5.4331 0.0248
H -0.9804 -3.7699 3.9843
H -0.4912 -1.2350 4.6140
C -0.4178 -3.4774 3.0785
C -0.1507 -1.0588 3.5859
N -0.6815 -2.0936 2.7268
H -0.7228 -4.1180 2.2358
C -1.5395 -1.7981 1.7105
O -1.7908 -0.6669 1.2892
H -0.4844 -0.0880 3.2226
H -2.0044 -2.7100 1.2634
H 0.6545 -3.6186 3.2788
H 0.9429 -1.1113 3.5901
H -4.4945 1.7603 -2.6627
H -5.6346 -0.4508 -1.7210
C -3.7221 1.0825 -3.0305
C -4.7321 -0.9705 -2.0753
N -3.6085 -0.0526 -2.1391
H -2.7637 1.5910 -3.0654
C -2.4779 -0.2339 -1.4265
O -1.5232 0.5584 -1.4679
H -4.4965 -1.7955 -1.3896
H -2.4569 -1.1552 -0.8114
H -4.0107 0.7320 -4.0220
H -4.9605 -1.3801 -3.0715
F 1.3639 -0.5987 0.7255
```

Properties
E_tot, eV: -90235.09811
Total charge: -1
Multiplicity: 3
Lowest unoccupied orbital energy (spin up / spin down), eV: 2.82 / 2.82
Kohn-Sham gap (spin up / spin down), eV: 6.31 / 6.30
Molar mass, Da: 493.65